Record 1
# C22H19AlN5S2

A molecular structure, C22H19AlN5S2 (ωB97M-V/def2-TZVPD, the OMol25 dataset).

```
49
Properties=species:S:1:pos:R:3
Al 0.670 0.234 0.547
C 0.184 -2.452 2.198
N 0.104 -1.019 2.583
C -1.195 -0.609 3.070
C -1.714 0.516 2.184
N -1.062 0.919 1.117
C -1.757 2.002 0.577
C -1.553 2.837 -0.569
C -2.490 3.887 -0.647
C -3.645 4.065 0.155
C -3.917 3.099 1.101
C -2.891 2.177 1.329
N -2.777 1.307 2.376
C -0.245 -2.544 0.803
N -0.083 -1.537 -0.087
C -0.597 -2.010 -1.273
C -0.782 -1.345 -2.486
C -1.299 -2.024 -3.564
C -1.678 -3.391 -3.417
C -1.511 -4.082 -2.243
C -0.999 -3.294 -1.155
N -0.793 -3.556 0.166
H 1.218 -2.812 2.309
H -0.510 -3.029 2.822
H 0.772 -0.829 3.295
H -1.912 -1.390 3.183
H -1.081 -0.108 4.017
H -0.720 2.857 -1.195
H -2.228 4.526 -1.459
H -4.459 4.793 0.051
H -4.847 3.163 1.697
H -3.436 1.254 3.149
H -0.475 -0.281 -2.556
H -1.548 -1.529 -4.552
H -2.041 -3.936 -4.281
H -1.784 -5.121 -2.095
H -0.954 -4.412 0.605
S 1.492 1.197 -1.284
C 3.241 1.054 -0.952
C 4.141 1.337 -1.979
C 5.498 1.545 -1.696
C 5.936 1.224 -0.438
C 5.094 0.881 0.637
C 3.714 0.808 0.377
S 2.657 0.139 1.703
H 3.705 1.563 -2.988
H 6.077 1.923 -2.580
H 6.995 1.392 -0.157
H 5.487 0.612 1.602
```

Summary:
E_HOMO: -10.0 eV
LUMO: -2.612 eV
charge: +1
E: -2162.33181 Ha

Record 2
# C22H19B2F4N8ORu

A molecular structure, C22H19B2F4N8ORu (ωB97M-V/def2-TZVPD, the OMol25 dataset).

```
57
Properties=species:S:1:pos:R:3
Ru 1.247 -0.442 -0.613
B -0.003 -3.690 -0.648
N 0.310 -3.034 0.724
C 0.065 -3.575 1.924
C 0.636 -2.780 2.899
C 1.223 -1.737 2.185
N 1.023 -1.900 0.877
N -0.779 -2.665 -1.528
C -1.842 -2.899 -2.308
C -2.096 -1.766 -3.062
C -1.105 -0.867 -2.666
N -0.327 -1.424 -1.739
H 1.019 -4.001 -1.198
H -0.744 -4.625 -0.440
H -0.485 -4.498 1.990
H 0.629 -2.929 3.965
H 1.774 -0.886 2.540
H -2.330 -3.858 -2.277
H -2.869 -1.618 -3.796
H -0.915 0.140 -2.999
F 2.061 -2.160 -2.824
C 2.632 -1.391 -1.813
F 3.502 -2.281 -1.167
H 3.289 -0.694 -2.348
O 1.209 1.037 -2.019
N 1.094 2.234 -1.618
C 0.916 3.217 -2.529
C 1.083 2.896 -3.900
N 1.200 2.684 -5.026
C 0.351 4.469 -2.187
N -0.117 5.504 -1.990
C 0.977 4.545 1.049
C 1.668 3.760 0.211
C 1.153 2.442 -0.186
C -0.092 1.985 0.496
C -0.896 2.982 1.173
C -0.364 4.187 1.454
N -0.264 0.703 0.493
C -1.343 0.140 1.235
C -1.348 0.249 2.623
C -2.362 -0.337 3.363
C -3.375 -1.039 2.725
C -3.363 -1.151 1.342
C -2.350 -0.569 0.594
H 1.390 5.489 1.377
H 2.643 4.046 -0.164
H 1.857 1.448 0.080
H -1.896 2.718 1.489
H -0.954 4.918 1.993
H -0.539 0.777 3.113
H -2.350 -0.257 4.443
H -4.161 -1.505 3.304
H -4.142 -1.705 0.835
H -2.336 -0.666 -0.483
F 4.011 0.803 -0.483
B 3.110 0.023 0.189
F 3.671 -0.452 1.322
```

Summary:
E_HOMO (alpha / beta): -4.9 / -5.0 eV
LUMO (alpha / beta): 1.082 / 1.118 eV
ΔE to the lowest compared entry with this formula, charge and spin: 3.0971 eV
charge: -1
E: -1907.21068 Ha

Record 3
# C22H19BrN5O4SV

A molecular structure, C22H19BrN5O4SV (ωB97M-V/def2-TZVPD, the OMol25 dataset).

```
53
Properties=species:S:1:pos:R:3
V 0.721 0.311 -0.541
O 4.793 0.158 0.978
C 3.519 0.076 0.647
O 3.003 0.744 -0.231
C 2.730 -0.913 1.431
C 3.186 -1.705 2.461
C 2.265 -2.557 3.072
C 0.955 -2.598 2.627
C 0.587 -1.778 1.565
N 1.463 -0.952 1.013
C -0.830 -1.717 0.977
O -1.641 -2.537 1.361
O -0.995 -0.770 0.122
H 5.226 0.812 0.406
H 4.216 -1.658 2.783
H 2.581 -3.185 3.895
H 0.206 -3.244 3.063
C 1.057 -4.140 -2.127
N -0.097 -3.263 -2.260
C -1.422 -3.656 -2.171
C -2.172 -2.558 -2.327
N -1.298 -1.492 -2.527
C -0.019 -1.937 -2.468
S 1.424 -1.046 -2.584
C -1.751 -0.156 -2.686
C -2.916 0.027 -3.417
C -3.452 1.295 -3.503
C -2.795 2.333 -2.867
C -1.617 2.054 -2.203
N -1.075 0.832 -2.108
H 0.704 -5.121 -1.823
H 1.734 -3.739 -1.377
H 1.588 -4.215 -3.073
H -1.704 -4.673 -1.969
H -3.233 -2.417 -2.244
H -3.377 -0.812 -3.916
H -4.363 1.466 -4.061
H -3.174 3.344 -2.890
H -1.073 2.852 -1.726
C -1.143 2.988 4.096
C -0.499 3.146 2.748
C -0.071 4.382 2.269
C 0.522 4.488 1.024
C 0.669 3.330 0.286
Br 1.454 3.399 -1.442
N 0.293 2.134 0.722
C -0.291 2.052 1.926
H -1.689 3.888 4.376
H -0.388 2.807 4.864
H -1.837 2.149 4.106
H -0.210 5.271 2.873
H 0.852 5.437 0.628
H -0.615 1.061 2.221
```

Summary:
E_HOMO (alpha / beta): -10.2 / -10.9 eV
LUMO (alpha / beta): -3.041 / -3.162 eV
ΔE to the lowest compared entry with this formula, charge and spin: 0.3630 eV
charge: +1
spin multiplicity: 4
⟨S²⟩: 3.759
E: -5340.68606 Ha

Record 4
# C22H19BrN6NaOS

A molecular structure, C22H19BrN6NaOS (ωB97M-V/def2-TZVPD, the OMol25 dataset).

```
51
Properties=species:S:1:pos:R:3
Na -1.602 1.055 0.553
N -3.220 2.272 -1.169
N -3.600 2.884 -2.364
C -2.902 2.755 -3.507
N -3.445 3.420 -4.569
S -1.495 1.899 -3.679
H -3.877 1.537 -0.923
H -3.236 2.916 -0.375
H -4.504 3.336 -2.402
H -4.387 3.768 -4.544
H -3.017 3.253 -5.461
Br 2.295 -5.332 -3.716
C 3.192 -4.433 -2.307
C 2.560 -4.287 -1.081
C 3.207 -3.626 -0.056
C 4.481 -3.105 -0.255
C 5.116 -3.299 -1.475
C 4.471 -3.946 -2.515
N 5.269 -2.565 0.809
N 4.791 -1.787 1.659
C 3.523 -1.208 1.582
C 2.871 -1.106 2.804
C 1.551 -0.725 2.942
C 0.794 -0.341 1.813
O -0.413 -0.003 1.836
C 1.534 -0.265 0.538
N 0.846 0.295 -0.481
C 1.453 0.463 -1.631
C 2.798 0.118 -1.840
C 3.506 -0.446 -0.815
C 2.873 -0.687 0.424
H 1.566 -4.684 -0.931
H 2.711 -3.498 0.897
H 6.127 -2.936 -1.600
H 4.959 -4.077 -3.470
H 3.440 -1.415 3.672
H 1.065 -0.714 3.907
H 0.869 0.912 -2.425
H 3.263 0.315 -2.797
H 4.555 -0.681 -0.943
C -5.238 2.260 4.028
C -3.865 2.116 4.165
C -3.058 2.028 3.036
C -3.540 2.062 1.713
C -4.936 2.214 1.644
C -5.775 2.311 2.753
H -5.879 2.326 4.901
H -3.422 2.070 5.155
H -1.994 1.898 3.216
H -5.430 2.262 0.668
H -6.848 2.421 2.618
```

Summary:
E_HOMO: -4.3 eV
LUMO: 1.950 eV
ΔE to the lowest compared entry with this formula, charge and spin: 0.0000 eV
charge: -1
E: -4388.04064 Ha

Record 5
# C22H19F5MnN2OSSe

A molecular structure, C22H19F5MnN2OSSe (ωB97M-V/def2-TZVPD, the OMol25 dataset).

```
52
Properties=species:S:1:pos:R:3
Mn -0.166 -0.288 -0.978
F 0.709 6.448 -0.960
C 0.147 5.264 -0.631
C 0.344 4.139 -1.430
F 1.081 4.243 -2.552
C -0.208 2.936 -1.046
F -0.026 1.828 -1.830
C -0.956 2.759 0.137
S -1.493 1.230 0.636
C -1.193 3.940 0.876
F -1.964 3.888 1.978
C -0.640 5.151 0.515
F -0.844 6.242 1.282
C -1.171 -3.819 2.879
C -0.038 -3.357 2.190
C -0.180 -2.676 1.012
C -1.460 -2.413 0.471
C -1.620 -1.579 -0.673
C -2.881 -1.473 -1.221
C -3.985 -2.117 -0.644
C -3.856 -2.837 0.511
C -2.592 -2.984 1.112
C -2.415 -3.666 2.334
H -1.056 -4.313 3.835
H 0.946 -3.552 2.595
H 0.693 -2.340 0.440
H -3.037 -0.863 -2.108
H -4.958 -2.016 -1.109
H -4.720 -3.292 0.978
H -3.288 -4.065 2.841
Se 0.718 -1.523 -2.589
C 2.415 -0.689 2.409
N 3.325 -0.292 1.361
C 4.723 -0.435 1.694
C 5.596 0.345 0.724
C 5.134 0.010 -0.686
N 3.748 0.385 -0.827
C 3.345 0.763 -2.164
C 2.848 0.120 0.150
O 1.636 0.317 0.005
H 2.451 0.016 3.244
H 2.691 -1.679 2.779
H 1.400 -0.720 2.019
H 5.004 -1.499 1.689
H 4.865 -0.063 2.717
H 6.645 0.085 0.859
H 5.480 1.418 0.894
H 5.268 -1.063 -0.881
H 5.711 0.569 -1.429
H 3.799 1.722 -2.428
H 2.266 0.853 -2.228
H 3.650 -0.004 -2.878
```

Summary:
E_HOMO (alpha / beta): -3.4 / -3.6 eV
LUMO (alpha / beta): 2.438 / 2.437 eV
ΔE to the lowest compared entry with this formula, charge and spin: 0.0000 eV
charge: -1
spin multiplicity: 5
⟨S²⟩: 6.236
E: -5484.52102 Ha

Record 6
# C22H19FN2O2

C22H19FN2O2 in the gas phase (ωB97M-V/def2-TZVPD, the OMol25 dataset).

```
46
Properties=species:S:1:pos:R:3
C 0.366 5.386 -2.427
O -0.113 4.348 -3.403
C 0.345 3.217 -3.403
C -0.045 2.322 -4.577
C 0.331 1.002 -4.579
C 1.379 0.676 -3.490
C 1.644 -0.995 -3.686
C 2.418 -1.389 -4.794
N 1.358 -1.632 -2.623
N 0.926 -1.601 -1.456
C 0.578 -2.500 -0.585
O 1.135 -3.583 -0.699
C 0.042 -1.830 0.794
C -0.744 -2.760 1.409
C -1.497 -2.556 2.620
C -1.046 -1.169 3.101
C -1.996 -0.912 4.211
C -1.130 -0.058 5.371
C -1.757 0.568 6.512
C -3.048 -0.045 6.691
C -3.655 -0.490 5.715
C -3.124 -0.938 4.633
C -0.353 -0.316 2.337
C 0.521 -0.760 1.178
C 1.633 1.482 -2.490
F 2.431 1.007 -1.535
C 1.006 2.840 -2.436
H -0.216 6.301 -2.638
H 1.379 5.470 -2.589
H -0.149 5.084 -1.383
H -0.638 2.781 -5.235
H 0.201 0.223 -5.394
H 1.890 -1.353 -5.732
H 3.356 -0.645 -4.807
H 2.979 -2.382 -4.701
H 0.745 -0.563 -1.196
H -1.159 -3.863 0.961
H -2.023 -3.285 3.115
H -0.049 0.254 5.126
H -1.176 1.049 7.211
H -3.503 0.404 7.640
H -4.931 -0.763 5.830
H -3.765 -1.618 3.791
H 0.115 0.664 2.811
H 1.106 -0.166 0.752
H 1.540 3.458 -1.613
```

Summary:
E_HOMO: -8.3 eV
LUMO: 0.345 eV
ΔE to the lowest compared entry with this formula, charge and spin: 18.4486 eV
SMILES: COc1ccc(/C(C)=N\NC(=O)c2ccc(-c3ccccc3)cc2)c(F)c1
E: -1208.98755 Ha